Record 1
A molecular structure, C38H79FGaN3O7P at a distorted geometry. Source: OMol25; level of theory: the ωB97M-V functional and the def2-TZVPD basis.

For the HOMO energy (spin up / spin down), the calculation gives -4.8 / -4.8 eV. Its spin multiplicity is 3. The value obtained for the LUMO energy (spin up / spin down) is 2.0 / 2.0 eV. Its net charge is -1. The value obtained for the orbital gap (spin up / spin down) is 0.2497 / 0.2492 Ha.

Each line ends with the Löwdin charge.
Atoms and positions in Å:
Ga -1.97113 -3.21484 2.36997  0.471
P -0.61608 -5.65672 -2.66611  0.497
F -3.48629 -2.01264 0.03238  -0.109
O -7.15748 1.92687 1.02920  -0.017
O -1.47365 -6.16890 -3.75335  -0.277
O 3.14568 -0.69116 2.30715  -0.005
O 5.17854 -0.06653 1.74406  0.118
O -0.35003 -4.08248 -2.74747  -0.207
O 0.84862 -6.32405 -2.68575  -0.231
O 8.97067 4.30365 0.12769  -0.029
N -6.68263 2.98057 0.48650  -0.101
N 8.65224 3.30446 -0.60210  -0.103
N -2.07171 1.81569 2.12383  0.008
C -3.65899 1.07046 3.86009  -0.218
C -0.55768 -3.43733 3.82391  -0.236
C 9.53244 4.75132 -2.36877  -0.049
C -4.15732 -0.25719 3.29002  -0.230
C 7.75090 0.96598 -0.40758  -0.023
C 1.30715 -7.02856 -3.84786  -0.273
C 0.93074 -2.08805 -2.46535  -0.066
C -7.75342 3.97442 0.14517  -0.493
C 6.21973 2.96973 -0.27983  -0.125
C 8.50247 3.67502 -2.04864  -0.492
C -7.22695 5.41762 0.13708  -0.037
C 4.09099 -0.40372 1.40462  -0.564
C 0.85037 -3.55187 3.20578  -0.291
C -4.59630 3.82521 -0.62266  -0.026
C 2.52844 -1.99512 2.18111  -0.185
C -2.23549 -1.33742 -0.01172  -0.268
C -1.36728 -1.62197 1.18653  -0.186
C 8.78912 2.49005 -2.98273  -0.035
C -1.56763 -4.65124 -0.20234  -0.334
C -8.35186 3.61644 -1.21755  -0.137
C -7.29442 3.43522 -2.30461  -0.176
C 5.99957 3.27379 -1.76007  -0.171
C 7.61693 2.42674 0.03585  -0.483
C -3.74516 -2.78457 3.27300  -0.242
C 1.47701 -6.17250 -5.08632  -0.092
C 7.83029 2.42809 1.54195  -0.038
C -6.26060 2.39352 -1.87930  -0.130
C 0.88039 -3.45562 -3.11891  -0.270
C -5.61220 2.67918 -0.52060  -0.482
C 3.66751 -0.50552 -0.03380  0.013
C -2.19657 1.34787 3.52405  -0.274
C 1.70610 -2.28922 3.41383  -0.179
C -1.96671 -4.93065 1.24568  -0.225
C -3.69449 -1.47914 4.09233  -0.301
C -8.82477 3.90099 1.22632  -0.048
C -4.82853 1.46278 -0.04966  -0.047
C -1.19171 -5.92283 -0.99313  -0.219
C 7.08708 4.20976 -2.28382  -0.135
H 7.13684 1.70892 1.97992  0.080
H -4.00828 -3.60530 3.95327  0.036
H 0.91026 -3.36628 -4.20817  0.112
H -1.83566 2.80124 2.10304  0.059
H -9.31353 2.93130 1.24651  0.078
H 6.06378 3.88822 0.29475  0.127
H 10.54094 4.40452 -2.14084  0.091
H -1.76552 2.07967 4.21710  0.100
H -8.07401 6.10122 0.20846  0.082
H -7.77753 3.11037 -3.22850  0.109
H 5.48925 2.24318 0.08215  0.110
H 1.86794 -2.01019 1.30683  0.099
H 1.38434 -4.42679 3.59328  0.098
H 3.58911 -1.55824 -0.31840  0.086
H 6.96174 4.39018 -3.35489  0.123
H 2.27575 -7.44175 -3.55575  0.114
H -6.80742 4.38760 -2.53349  0.102
H -5.25276 -0.24625 3.27923  0.112
H 1.71887 -4.06698 -2.78283  0.111
H 5.97333 2.34758 -2.34134  0.103
H 3.31732 -2.74281 2.04584  0.140
H 2.28813 -5.45015 -4.96698  0.071
H -1.77417 -1.66518 -0.94831  0.082
H -3.79381 1.08178 4.95015  0.105
H 4.40605 -0.02182 -0.66979  0.075
H 7.63635 0.80104 -1.47394  0.055
H 9.67146 1.94077 -2.65251  0.094
H -1.18769 -5.57218 1.68326  0.044
H -4.56216 -2.70962 2.54594  0.042
H 8.84843 2.13150 1.79569  0.091
H -3.97864 1.31871 -0.71912  0.083
H -2.37143 -4.13376 -0.73245  0.100
H 9.47588 4.97990 -3.43436  0.084
H -4.25818 1.90331 3.47214  0.097
H 7.96151 1.79328 -3.07136  0.057
H -0.04218 -1.60040 -2.52339  0.074
H -9.57671 4.66604 1.02369  0.083
H -0.34941 -1.85566 0.84630  0.023
H -4.10086 3.96657 0.33890  0.088
H -2.50235 -0.27800 -0.09348  0.076
H -2.93445 -5.43639 1.30989  0.048
H 8.72395 0.56909 -0.11274  0.093
H -1.31320 -0.73274 1.82027  0.013
H -4.36184 -1.55646 4.96351  0.096
H 2.36314 -2.42334 4.27623  0.118
H 2.67884 -0.06495 -0.16856  0.096
H -1.29843 1.34273 1.66842  0.047
H -6.74606 1.41417 -1.83076  0.126
H -6.57442 5.59568 0.99258  0.094
H -1.61037 0.43178 3.63389  0.090
H 0.55805 -5.63906 -5.33377  0.069
H -0.81462 -4.35358 4.36596  0.040
H -5.42308 0.55240 -0.06041  0.090
H 6.99052 5.17827 -1.78293  0.125
H 8.98351 2.87261 -3.98537  0.083
H 1.72545 -6.81565 -5.93476  0.077
H 6.98023 0.37873 0.09173  0.067
H -2.68687 -1.30093 4.49127  0.078
H 1.69861 -1.47407 -2.94171  0.076
H -9.06621 4.39635 -1.49612  0.121
H 0.63751 -7.86811 -4.04756  0.113
H 5.02286 3.74345 -1.89188  0.112
H 9.35198 5.66464 -1.80921  0.077
H 1.19377 -2.18132 -1.40812  0.060
H -6.69028 5.68241 -0.76875  0.056
H 1.04308 -1.43592 3.58391  0.112
H 7.64030 3.40140 1.98823  0.081
H -2.06199 -6.57770 -1.09022  0.098
H -4.43468 1.60785 0.95441  0.060
H -0.41462 -6.46346 -0.44686  0.093
H -0.69159 -3.99380 -0.20420  0.079
H -8.39555 4.08666 2.21142  0.092
H 0.75289 -3.69892 2.11876  0.074
H -0.59519 -2.61516 4.54760  0.034
H -5.46653 2.31438 -2.62508  0.122
H -3.83622 3.55247 -1.35547  0.088
H -5.01454 4.77591 -0.93458  0.050
H -8.91778 2.68498 -1.11729  0.125
H -3.84702 -0.35550 2.24366  0.087



Record 2
11 unconnected molecules or ions with the total composition C26H70O11 at a distorted geometry. Source: OMol25; level of theory: the ωB97M-V functional and the def2-TZVPD basis.

For the HOMO energy (spin up / spin down), the calculation gives 0.0 / -7.3 eV. Its spin multiplicity is 2. The value obtained for the LUMO energy (spin up / spin down) is 2.1 / 2.1 eV. Its net charge is -1. The value obtained for the orbital gap (spin up / spin down) is 0.0759 / 0.3431 Ha.

Each line ends with the Löwdin charge.
Atoms and positions in Å:
O -0.00871 -0.36579 -1.81465  -0.174
O 3.10361 -2.68343 -4.46648  -0.045
O -1.80628 2.38019 5.27028  -0.067
O 4.25483 0.52574 0.37024  -0.072
O -3.35997 1.76823 -3.55706  -0.109
O -3.62792 -2.39191 2.87495  -0.144
O 2.75535 6.45034 2.08110  -0.052
O 1.14929 3.54635 -3.88135  -0.068
O -2.74369 3.21952 -1.09158  -0.256
O -0.99100 0.24315 -4.38508  -0.073
O -2.49025 -6.34446 -3.16907  -0.065
C -2.58327 -6.10395 -1.77339  -0.466
C 5.54376 0.88112 2.22464  -0.062
C 0.94469 4.74617 -3.20100  -0.485
C -2.00217 1.25465 4.39852  -0.476
C 3.80418 -4.81696 -3.76253  -0.060
C -2.25462 -4.36189 2.68927  -0.150
C -1.44432 0.20146 -0.14130  -0.201
C -2.92143 -2.62223 4.08986  -0.217
C 2.16188 5.17210 2.06740  -0.545
C 4.09231 0.59190 1.77809  -0.470
C -3.32962 -3.42754 1.91891  -0.177
C -0.21835 1.02982 -0.14706  -0.196
C -1.35572 -0.61059 -1.39504  -0.178
C -2.70740 -4.13909 4.15470  -0.155
C 3.45023 -0.73634 2.23193  -0.038
C -2.83971 -4.56567 -1.71416  -0.043
C -0.67182 0.48806 4.19801  -0.056
C -0.53172 5.11825 -2.89603  -0.063
C -2.60827 1.65775 3.05687  -0.080
C 1.47522 -3.72173 -3.09077  -0.029
C -1.25394 -6.48222 -1.18087  -0.064
C 0.82287 0.15969 -0.77363  -0.166
C 2.01392 4.78269 3.50442  -0.059
C 3.00024 -3.55317 -3.38520  -0.491
C 0.95082 5.13831 1.24452  -0.090
C 1.65730 5.70620 -4.20249  -0.076
H 4.00697 -1.59669 1.86053  0.078
H -3.56834 -2.29251 4.90282  0.117
H -1.51613 1.03663 -4.28086  -0.015
H 0.14428 1.18857 4.02087  0.067
H -3.38685 -6.68025 -1.31489  0.135
H -0.95836 4.37644 -2.22091  0.038
H -0.66467 -0.32182 3.46852  0.063
H 2.53957 -0.89187 1.65346  0.052
H -2.38322 -5.36473 2.28200  0.093
H -1.27263 -3.95615 2.44603  0.105
H -2.06354 -0.24463 -2.13879  0.105
H -0.38085 -6.51173 -1.83273  0.076
H -2.33533 0.88807 2.33493  0.040
H 4.85142 -4.51537 -3.74168  0.071
H -1.39979 -7.54967 -1.01544  0.071
H 0.77918 4.11000 0.92640  0.064
H -2.00856 -2.02818 4.13307  0.097
H 5.84235 1.84880 1.82149  0.076
H -3.64118 -4.63377 4.42198  0.113
H -2.86172 -3.12212 0.98301  0.081
H -4.17298 2.26380 -3.65537  0.024
H -1.08693 -6.09505 -0.17571  0.072
H -2.06430 3.42272 -0.44865  -0.037
H -4.16100 -4.08934 1.67619  0.106
H 1.00315 -3.88957 -4.05880  0.075
H -0.45168 0.20682 -3.59511  -0.009
H 1.65574 0.76891 -1.12473  0.120
H 2.92599 4.84882 4.09758  0.083
H 5.58045 0.79139 3.31032  0.067
H -3.03461 2.01046 -2.69005  -0.026
H 1.23413 5.45520 3.86184  0.084
H -3.56657 3.38885 -0.63286  -0.037
H 3.36481 -0.77421 3.31791  0.078
H -1.58472 -1.66521 -1.24192  0.101
H 3.71586 -5.14580 -4.79798  0.073
H 0.00328 5.50721 1.63718  0.059
H 1.51588 4.74552 -2.27264  0.121
H 1.23631 -4.54191 -2.41377  0.063
H -1.96391 -4.00413 -2.03935  0.075
H 2.19951 7.06768 2.56226  0.085
H 2.74639 5.73432 -4.23707  0.069
H -2.61930 2.89012 5.24625  0.078
H -1.66594 -0.33434 0.78168  0.097
H -1.88315 -4.48148 4.78038  0.105
H 0.02617 1.32435 0.87351  0.105
H -3.03821 -4.31039 -0.67324  0.046
H -3.70044 -4.28102 -2.31932  0.089
H 1.30143 -0.58734 -0.14036  0.101
H 3.46718 1.45745 1.99752  0.125
H 1.64476 3.76179 3.60239  0.072
H -1.05965 5.31829 -3.82845  0.075
H 2.35993 -3.02985 -4.96501  0.074
H 0.86273 5.70011 0.31461  0.072
H -2.28555 0.86014 -0.35715  0.083
H -2.77735 0.62889 4.84082  0.118
H -3.69526 1.73844 3.06299  0.062
H 6.29251 0.13293 1.96446  0.076
H 2.88178 4.49485 1.60784  0.130
H 4.15161 1.43892 0.09266  0.085
H 0.97822 -2.81272 -2.75194  0.070
H -2.13885 2.53875 2.61917  0.058
H 3.59803 -5.60490 -3.03813  0.070
H 3.53625 -3.14323 -2.52919  0.131
H -2.32776 -5.48026 -3.55420  0.073
H -0.43053 0.10017 5.18767  0.069
H -0.50535 6.10177 -2.42690  0.062
H 1.47056 6.69174 -3.77594  0.058
H -0.38099 1.90707 -0.77322  0.096
H 1.20905 5.68524 -5.19584  0.075
H 0.48037 3.41425 -4.55714  0.088



Question: Which formula does entry 1 have?
Answer: C38H79FGaN3O7P



Question: What is the formula in the second record?
Answer: C26H70O11